No. 1
An isolated ion of composition C7H11N2 and charge +1. Source: OMol25; level of theory: ωB97M-V with the def2-TZVPD basis set.

Last column: Löwdin charge in e.
Geometry (Å):
H  -2.082  1.639  0.043  0.135
H  1.401  1.573  -0.700  0.153
C  1.335  0.402  -0.648  0.000
H  -0.613  -0.659  1.688  0.183
N  -1.208  -0.519  -1.534  0.120
C  -0.457  0.156  -0.547  -0.263
H  -2.820  -1.327  0.943  0.108
C  -1.107  1.229  0.245  0.012
H  3.543  -0.208  1.907  0.055
C  -2.283  -1.021  -0.937  -0.185
H  3.244  1.358  1.236  0.115
C  2.899  0.297  1.281  0.095
C  2.111  -0.344  0.432  -0.097
H  1.657  0.036  -1.544  0.065
H  2.233  -1.448  0.420  0.142
H  -3.037  -1.572  -1.385  0.119
H  -0.516  2.025  0.539  0.091
C  -1.070  -0.166  0.775  -0.148
N  -2.244  -0.908  0.348  0.096
H  -0.985  -0.541  -2.563  0.203

Energy above the lowest of the compared OMol25 structures with the same formula, charge and spin = 4.5593 eV
Electronic energy = -382.2872 hartree
Total charge = +1
Strongest force on any atom = 6.02 eV/A
E_HOMO (alpha / beta) = -7.7 / -12.9 eV
Multiplicity = 3

---

No. 2
An isolated ion of composition C7H11N2O and charge +1. Source: OMol25; level of theory: ωB97M-V with the def2-TZVPD basis set.

Last column: Löwdin charge in e.
Geometry (Å):
C  0.091  0.132  0.149  -0.052
C  -2.091  -0.199  0.055  0.008
N  -0.542  1.355  0.002  -0.045
C  2.266  -1.100  -0.408  0.023
H  -0.109  -2.409  1.229  0.103
O  2.264  1.063  0.501  0.163
H  -1.640  -2.709  0.918  0.087
H  -3.038  -0.792  0.083  0.160
H  -0.568  -2.748  -0.608  0.137
H  0.313  3.031  -1.176  0.155
H  1.827  -2.049  -0.108  0.086
H  0.858  2.838  0.660  0.133
H  3.270  -1.215  -0.159  0.086
H  -2.683  1.800  -0.316  0.139
C  -1.879  1.131  -0.145  0.003
H  -0.729  3.315  0.090  0.070
C  0.038  2.638  -0.112  -0.018
C  1.663  0.092  0.213  -0.324
N  -0.843  -0.822  0.156  -0.033
H  2.343  -1.053  -1.428  0.084
C  -0.810  -2.298  0.403  0.034

Energy above the lowest of the compared OMol25 structures with the same formula, charge and spin = 1.0646 eV
Electronic energy = -457.7999 hartree
Total charge = +1
SMILES = CC(=O)c1n(C)cc[n+]1C
Strongest force on any atom = 3.81 eV/A
E_HOMO = -14.2 eV
Multiplicity = 1